[1]
{"formula": "C2H6BrClP", "method": "wB97M-V/def2-TZVPD", "symbols": ["C", "C", "P", "Cl", "Br", "H", "H", "H", "H", "H", "H"], "coordinates": [[1.374, -0.306, 0.810], [-1.429, 0.361, 0.006], [0.077, -0.475, -0.421], [-0.339, -2.312, -0.955], [0.675, 1.916, -2.903], [2.113, 0.266, 0.353], [1.812, -1.411, 1.076], [1.087, 0.188, 1.857], [-1.403, 1.504, -0.003], [-1.732, 0.158, 0.966], [-2.235, 0.112, -0.786]], "forces_ev_per_a": [[-0.50, -3.00, 3.43], [-1.29, 2.18, -3.59], [-0.15, 0.91, 0.14], [0.13, -0.07, 0.11], [-0.06, -0.36, 0.35], [1.61, 1.01, -0.65], [-1.00, 2.72, -0.81], [0.14, -0.97, -2.47], [0.69, -1.43, -0.30], [-0.83, -1.12, 2.37], [1.25, 0.13, 1.42]], "lumo_energy_ev": [-7.431, -7.289], "homo_ev": [-14.984, -14.397], "de_lowest_kcal_mol": 67.5, "charge": 1, "mol_weight_g_mol": 176.40, "homo_lumo_gap_ev": [7.553, 7.109]}


[2]
{"formula": "C2H3N2OS", "method": "wB97M-V/def2-TZVPD", "symbols": ["C", "C", "N", "N", "O", "S", "H", "H", "H"], "coordinates": [[0.521, 1.497, 0.661], [-0.319, -0.712, -0.359], [1.091, 1.437, -0.490], [0.765, 0.596, -1.339], [1.042, 0.352, -2.449], [-0.339, 0.104, 1.225], [0.741, 2.393, 1.303], [-1.243, -1.309, -0.779], [0.549, -1.358, -0.593]], "forces_ev_per_a": [[-0.02, -1.06, 1.89], [0.97, -0.54, -1.56], [2.16, 3.48, -1.03], [-4.25, -4.16, -0.06], [0.88, 0.85, 0.56], [-0.23, 0.46, -1.06], [-0.50, -1.11, -0.55], [1.38, 2.04, 0.84], [-0.38, 0.04, 0.97]], "lumo_energy_ev": [-7.266, -7.267], "homo_ev": [-15.531, -15.531], "de_lowest_kcal_mol": 110.9, "charge": 1, "mol_weight_g_mol": 103.13, "homo_lumo_gap_ev": [8.265, 8.264]}